119
Properties=species:S:1:pos:R:3:forces:R:3:mulliken_charge:R:1 method="wB97M-V/def2-TZVPD" e_lumo_ev="4.2098 / 4.2055" fmax_ha_per_bohr=0.067 orbital_gap_ha="0.18545 / 0.20015" multiplicity=2 de_lowest_kj_mol=109.14 total_energy_ha=-2868.42203 charge=-2
Y 13.147 13.112 9.824 -0.1 0.7 -0.1 0.7393
S 14.881 8.349 10.052 0.3 -0.3 -0.4 -0.5601
O 10.890 15.773 6.542 0.0 0.4 -0.4 -0.7954
O 15.079 13.346 8.023 -0.2 -0.3 -0.1 -0.2591
O 13.774 11.710 7.920 0.0 0.0 0.1 -0.2958
N 8.497 13.994 8.898 0.4 -0.8 0.2 -0.8884
N 11.523 14.700 10.964 0.2 -1.4 0.4 0.1072
N 14.781 12.295 7.430 0.1 0.3 0.1 -0.1226
N 11.146 11.805 9.051 -0.2 0.2 0.3 0.1642
N 11.281 9.772 7.801 -0.2 0.4 0.7 0.5931
N 15.242 12.369 10.757 0.3 -0.9 0.3 0.9453
N 12.482 12.047 11.975 -0.2 0.3 -0.4 -0.3259
N 14.291 15.161 10.341 0.3 0.9 0.3 0.2627
N 12.052 14.364 8.073 0.2 0.0 -0.5 -0.8005
C 15.438 11.021 11.184 0.6 -0.2 -0.1 1.1822
C 9.861 10.905 6.023 0.6 1.1 0.5 -1.2418
C 14.646 18.831 9.790 0.5 0.6 -1.5 -1.0593
C 11.373 15.947 10.660 0.4 2.3 -1.0 0.5857
C 14.678 9.914 10.622 -1.1 -0.6 -0.6 -0.3328
C 18.355 8.949 11.143 0.0 0.1 -0.3 -1.3083
C 16.565 14.371 10.759 1.0 0.0 0.1 -0.5364
C 10.491 7.459 7.816 0.1 -1.0 -1.0 -1.2448
C 11.524 15.072 7.282 -0.1 -0.6 0.9 0.5588
C 11.070 11.079 13.482 -0.9 -0.2 0.1 0.6068
C 14.880 17.368 9.979 -0.9 1.3 -0.7 0.3580
C 11.234 10.525 8.946 0.3 -0.9 0.0 0.5959
C 10.394 14.329 11.645 -1.0 -0.6 1.2 -0.2177
C 13.052 10.946 12.461 -0.1 0.0 -0.2 0.4489
C 19.704 12.690 10.953 0.8 0.2 -0.1 -1.1375
C 15.650 15.345 10.453 -0.2 -1.3 -0.4 0.6277
C 16.373 12.963 11.001 -0.5 1.1 0.1 0.1383
C 8.183 15.742 13.926 0.4 -1.1 -1.4 -1.2576
C 11.228 10.409 6.497 0.6 0.1 0.1 -0.7081
C 17.421 9.561 12.178 -1.1 0.0 -0.3 -0.9961
C 9.438 15.439 11.727 1.1 0.7 -0.7 0.7049
C 14.301 10.330 11.952 -0.3 -0.1 1.8 -0.7828
C 18.002 17.588 11.582 -0.8 1.2 -0.2 -1.2206
C 10.072 16.485 11.083 0.2 -0.9 0.1 0.1046
C 13.753 16.422 10.100 1.2 -1.2 0.3 -0.1238
C 17.454 17.201 10.197 0.8 0.3 -0.5 -0.8529
C 18.663 12.605 12.065 1.0 -0.3 0.0 -1.1065
C 12.212 10.299 13.415 0.3 0.2 -0.5 0.6830
C 11.221 12.136 12.577 0.6 0.6 -0.2 -0.2783
C 9.794 11.474 15.647 -0.9 -0.3 -0.1 -1.3079
C 8.102 15.455 12.399 0.2 0.5 0.3 -1.1752
C 11.686 8.363 7.868 -0.2 0.7 0.1 -0.6159
C 14.214 19.551 11.050 0.7 -2.6 0.7 -1.2288
C 12.446 16.765 10.097 -0.9 -0.2 0.2 -0.2623
C 9.241 17.950 9.206 -0.8 0.1 -0.1 -1.0628
C 16.044 16.742 10.154 -0.8 -0.4 0.7 -0.2923
C 9.797 10.834 14.246 1.0 -0.3 0.5 -1.0691
C 16.813 10.853 11.727 -0.4 0.4 -0.6 0.1651
C 10.272 13.159 12.381 -0.4 0.3 -0.4 -0.6943
C 9.616 17.858 10.709 0.5 0.2 -0.7 -0.8506
C 13.220 9.165 15.383 1.2 -0.3 0.0 -1.2196
C 12.515 8.987 14.050 0.4 -0.4 -0.2 -1.0436
C 11.266 9.756 10.243 0.8 -0.6 -0.6 -1.0654
C 17.370 12.069 11.615 -0.5 0.7 -0.2 -0.2878
H 19.447 13.401 10.169 -0.2 0.1 0.1 0.2960
H 19.088 11.967 12.844 -0.1 0.0 0.2 0.3832
H 19.218 9.566 10.924 0.3 0.3 0.2 0.2698
H 17.613 14.682 10.794 -0.4 0.0 0.0 -0.0597
H 17.699 18.656 11.784 -0.1 -1.2 0.3 0.3088
H 9.283 13.019 12.867 0.8 0.1 -0.2 0.1536
H 19.082 17.663 11.556 0.4 -0.4 0.1 0.3814
H 17.843 8.816 10.180 -0.1 -0.1 0.4 0.3061
H 8.607 16.717 14.035 0.3 0.6 0.4 0.3359
H 13.180 8.395 13.398 -0.3 0.2 0.0 0.2426
H 10.577 11.070 16.290 -0.1 -0.2 -0.1 0.2456
H 7.624 14.506 12.194 -0.4 -0.3 0.2 0.4739
H 16.608 8.828 12.342 0.3 0.3 0.0 0.1756
H 14.163 9.707 15.164 -0.4 -0.2 0.3 0.2255
H 12.368 8.204 7.061 0.5 -0.2 -0.6 0.6125
H 13.881 19.054 8.988 0.7 -0.5 0.7 0.3287
H 9.556 11.874 6.490 0.3 -0.8 -0.2 0.2539
H 9.278 13.368 9.161 -0.6 0.2 0.0 0.2411
H 8.213 14.424 9.771 0.0 0.0 0.0 0.3211
H 7.465 16.246 11.960 0.3 -0.4 0.0 0.5251
H 8.806 11.359 16.142 0.5 -0.1 -0.1 0.3838
H 19.835 11.736 10.447 -0.1 -0.2 0.1 0.2612
H 11.654 9.674 5.800 -0.3 0.2 0.0 0.5339
H 8.687 18.889 8.994 0.3 -0.4 0.1 0.3744
H 8.779 14.979 14.428 0.2 0.2 0.0 0.1443
H 12.257 8.180 8.760 0.3 0.0 0.3 0.0308
H 9.856 7.753 8.616 -0.9 0.0 0.6 0.3163
H 9.963 7.570 6.857 0.0 0.0 0.3 0.2999
H 14.937 19.409 11.852 0.1 -0.2 0.1 0.2543
H 11.607 8.394 14.116 -0.3 -0.1 0.3 0.6137
H 9.752 9.770 14.362 -0.2 -0.9 0.3 0.4884
H 18.520 13.599 12.483 0.0 0.1 0.2 0.3985
H 15.600 19.290 9.397 -0.8 -0.3 0.4 0.3054
H 13.525 8.223 15.894 -0.4 0.4 -0.3 0.3709
H 9.973 12.528 15.569 0.1 0.7 -0.1 0.2704
H 10.059 17.892 8.479 0.2 0.0 0.5 0.2487
H 12.299 9.361 10.452 -1.0 0.4 -0.2 -0.1779
H 8.971 14.719 8.389 0.1 0.5 -0.4 0.2744
H 17.887 9.742 13.134 0.5 -0.1 0.4 0.6240
H 9.961 11.087 4.964 -0.2 0.1 -0.5 0.4260
H 10.579 8.905 10.154 0.1 0.2 0.4 0.4056
H 17.641 16.883 12.344 0.2 0.4 -0.1 0.3057
H 10.746 6.386 7.926 0.0 0.5 0.0 0.3935
H 14.738 9.680 12.723 -0.2 0.0 0.0 0.4594
H 8.581 17.109 8.936 0.1 0.3 0.1 0.2250
H 18.705 7.988 11.508 0.1 -0.3 -0.1 0.4085
H 7.197 15.702 14.321 -0.9 0.2 0.6 0.4362
H 8.923 11.071 13.652 -0.2 0.4 0.0 0.5560
H 17.700 18.051 9.509 -0.5 -0.7 0.3 0.4338
H 20.696 12.980 11.354 -0.4 0.0 -0.1 0.3457
H 12.643 9.793 16.041 -0.2 0.1 0.4 0.2321
H 10.966 10.462 10.994 -0.2 -0.1 0.4 -0.2082
H 14.166 20.545 10.869 -0.4 3.4 -0.5 0.5395
H 10.447 18.554 10.889 -0.1 0.0 0.1 0.2093
H 8.783 18.222 11.308 -0.2 -0.2 0.1 0.4187
H 11.953 11.232 6.516 -0.1 0.0 -0.1 0.2107
H 13.265 19.191 11.404 -0.5 -0.2 0.1 0.1992
H 18.003 16.326 9.838 0.3 0.3 -0.1 0.3323
H 9.078 10.200 6.194 -0.5 -0.6 0.1 0.2974
H 11.117 12.346 8.202 0.0 -0.1 -0.7 -0.0135
H 12.195 17.753 9.737 -0.1 0.1 0.2 0.4081

---

37
Properties=species:S:1:pos:R:3:forces:R:3:mulliken_charge:R:1 method="wB97M-V/def2-TZVPD" e_lumo_ev=-16.3529 fmax_ha_per_bohr=0.039 orbital_gap_ha=0.10682 de_lowest_kj_mol=0.00 total_energy_ha=-2182.80057 charge=+3
V -1.527 0.610 2.313 0.6 0.7 -1.6 0.8193
P -0.796 2.374 -1.055 0.1 1.0 -1.1 0.6972
O 0.719 2.043 -0.930 -0.3 -0.5 0.1 -0.1492
O -1.137 3.759 -1.236 0.0 -0.1 0.3 -0.5861
O -1.452 1.341 -2.058 0.1 -0.5 0.5 -0.3314
O -1.424 1.870 0.446 0.3 -0.6 1.9 -0.3623
N -4.108 -1.792 -1.277 0.3 0.2 0.1 -0.3443
C 0.912 -2.205 2.726 -0.4 0.0 0.3 -0.9912
C -4.405 -0.562 -0.902 -0.2 0.1 -0.1 -0.3945
C -2.959 -2.005 -1.898 0.1 0.0 -0.1 -0.4104
C 2.320 -0.109 1.304 0.2 0.1 0.0 -0.8128
C 3.024 0.950 0.507 0.1 -0.1 0.1 -1.2047
C 2.773 0.758 -1.000 0.2 0.1 0.2 -0.8500
C -2.315 0.314 -1.754 -0.3 -0.2 -0.1 0.4072
C 1.027 0.063 1.739 -0.5 0.1 0.3 0.6132
C -2.001 -0.970 -2.146 0.0 0.0 0.3 -0.1814
C 1.323 0.803 -1.422 0.4 0.0 -0.3 -0.3435
C 2.913 -1.334 1.642 -0.1 -0.2 -0.1 -0.2616
C -3.545 0.561 -1.142 0.1 -0.1 -0.1 -0.0983
C 2.213 -2.364 2.345 0.6 -0.1 -0.2 -0.5321
C 0.342 -0.975 2.421 -0.1 0.9 -0.5 0.8206
H -2.766 -3.009 -2.269 -0.1 0.1 -0.1 0.4271
H -1.089 -1.180 -2.693 -0.1 0.0 -0.1 0.5238
H 0.771 -0.063 -1.044 -0.1 0.1 0.1 0.2419
H 2.705 1.937 0.848 0.0 0.0 -0.1 0.3687
H -3.843 1.561 -0.847 -0.1 0.0 -0.1 0.5877
H 3.165 -0.220 -1.299 0.0 0.1 -0.1 0.4816
H 0.359 -2.980 3.240 0.0 0.0 0.0 0.5079
H 2.728 -3.291 2.574 0.0 0.1 -0.1 0.4601
H -5.345 -0.406 -0.378 0.1 -0.1 0.1 0.4481
H 4.097 0.894 0.699 0.0 0.0 -0.1 0.5132
H 3.938 -1.524 1.338 0.0 0.0 0.1 0.5273
H 3.355 1.505 -1.540 -0.1 0.0 0.0 0.4110
H -1.098 2.606 1.004 -0.4 0.5 -0.5 0.4253
H -0.689 -0.813 2.721 -0.4 -1.6 0.8 0.5873
H 1.263 0.819 -2.510 -0.1 -0.1 0.0 0.5599
H 0.553 1.034 1.536 0.1 0.1 0.1 0.4255

---

21
Properties=species:S:1:pos:R:3:forces:R:3:mulliken_charge:R:1 method="wB97M-V/def2-TZVPD" e_lumo_ev="-0.2065 / -0.1936" fmax_ha_per_bohr=0.078 orbital_gap_ha="0.27877 / 0.26678" de_lowest_kj_mol=339.48 total_energy_ha=-594.85776
P -1.804 0.952 -0.301 1.9 -1.9 -0.6 0.2052
N 0.329 -0.229 -0.803 -2.5 0.6 -0.9 -0.4009
C 0.183 -1.686 -0.857 1.7 1.2 1.7 -0.9507
C 1.357 0.095 1.472 2.5 -3.0 -0.9 -1.1130
C 1.616 1.785 -0.468 0.4 -1.8 0.7 -1.6330
C -3.131 -0.260 0.242 1.1 -1.2 -2.4 -1.0000
C 1.455 0.283 -0.110 -1.7 1.7 3.2 0.3424
H 0.624 0.633 2.036 -0.4 0.6 0.0 0.3325
H 2.375 -0.256 -0.289 0.2 -0.4 -1.0 0.4116
H 0.061 -1.904 -1.897 -0.1 -0.9 -0.5 0.3300
H 1.244 -1.054 1.697 -0.2 2.0 -0.4 0.2483
H 1.399 1.828 -1.519 0.3 0.8 -0.4 0.3957
H 1.077 2.453 0.155 -1.8 0.3 0.2 0.3648
H -0.606 -2.051 -0.218 -0.6 -0.3 -0.1 0.2448
H 2.556 2.115 -0.098 1.7 0.1 -0.7 0.4543
H 1.128 -2.098 -0.378 -0.9 -0.1 -1.0 0.3762
H -3.009 -0.529 1.215 0.5 -0.5 3.1 0.3337
H -2.106 0.622 -1.636 0.2 0.4 -0.3 0.0443
H 2.428 0.237 1.799 -1.2 0.4 0.4 0.3673
H -4.010 0.373 0.232 -0.6 -0.3 -0.6 0.3723
H -3.163 -1.308 -0.274 -0.3 2.3 0.3 0.2743

---

79
Properties=species:S:1:pos:R:3:forces:R:3:mulliken_charge:R:1 method="wB97M-V/def2-TZVPD" e_lumo_ev="-5.1203 / -5.1444" fmax_ha_per_bohr=0.015 orbital_gap_ha="0.21255 / 0.21167" de_lowest_kj_mol=43.66 total_energy_ha=-4062.27381 charge=+1
V -1.019 -0.387 -0.761 -0.7 0.1 0.3 0.2008
Cl -0.100 -2.522 -0.192 0.2 -0.3 0.3 0.5583
S 0.601 2.555 2.903 0.0 0.0 -0.1 0.4553
S -0.161 -0.476 3.785 0.0 0.0 0.0 -0.0006
S 2.137 0.171 0.856 -0.3 0.0 0.1 0.5665
O 1.311 -2.606 0.280 -0.2 0.0 0.0 -0.4801
O -2.201 -1.126 -1.416 0.2 0.2 -0.1 -0.2043
O 0.650 0.226 0.527 0.4 0.0 -0.1 -0.5089
O -1.052 -1.710 0.776 0.2 -0.1 -0.2 -0.5875
N -1.506 1.534 -0.328 0.0 0.0 0.0 1.1203
N -0.347 0.410 -2.390 0.1 -0.1 -0.2 2.6515
C 1.382 -1.243 3.261 0.0 0.1 -0.1 -0.9217
C -1.399 3.614 0.548 0.0 0.0 0.0 -0.8234
C 1.780 -1.524 -3.593 0.0 0.0 0.0 0.3445
C -0.304 -0.547 -6.540 0.0 0.0 0.0 -1.4410
C 2.717 1.869 1.010 0.0 0.0 -0.1 -0.8949
C -3.053 2.540 2.867 0.0 0.0 0.1 -1.4951
C -4.436 2.498 0.771 0.0 0.0 0.1 -1.7704
C -1.275 0.275 -6.007 0.0 0.0 0.0 -1.2105
C 2.361 -0.841 -2.366 0.1 0.0 -0.1 -1.5060
C -3.187 1.923 1.474 0.0 0.0 -0.1 2.5247
C -2.025 2.312 0.610 0.0 0.0 0.0 -0.4224
C -1.325 0.595 -4.652 0.0 0.0 0.0 0.9214
C 0.662 -0.802 -4.333 0.0 0.0 0.1 0.3162
C 1.130 1.978 4.544 0.0 0.0 0.0 -1.1586
C 0.029 1.676 -2.113 0.0 0.2 0.1 -1.1197
C -2.459 1.566 -4.305 0.0 0.0 0.0 0.5842
C -0.531 2.272 -1.013 0.1 -0.2 -0.2 -0.0706
C 2.423 -0.358 2.585 0.0 -0.1 0.0 -0.8495
C 0.387 0.716 5.025 0.0 0.0 0.0 -0.8800
C -3.313 0.405 1.578 0.0 0.0 0.0 -1.5617
C -0.470 3.580 -0.446 0.0 0.1 0.1 -0.9875
C 2.160 2.882 2.038 0.0 0.0 0.0 -1.2216
C 1.347 -2.970 -3.312 0.1 0.0 0.0 -1.3689
C -0.339 0.036 -3.804 0.0 0.0 0.0 -0.5750
C -1.999 3.028 -4.196 0.0 0.0 0.0 -1.3468
C -3.383 1.180 -3.154 0.0 0.0 0.0 -1.1706
C 0.652 -1.070 -5.700 0.0 0.0 -0.1 -0.8971
H -4.559 2.064 -0.223 0.0 0.0 0.0 0.2553
H 2.917 3.110 2.785 0.0 0.0 0.0 0.5267
H 0.943 2.783 5.256 0.0 0.0 0.0 0.5246
H 2.597 -1.580 -4.316 0.0 0.0 0.0 0.6724
H 2.633 0.524 3.178 0.0 0.0 0.0 0.3500
H 0.676 2.208 -2.804 0.0 0.0 0.0 0.4720
H 3.791 1.721 1.163 0.0 0.0 0.0 0.6614
H -2.852 3.692 -4.340 0.0 0.0 0.0 0.4321
H -4.378 3.583 0.673 0.0 0.0 0.0 0.3967
H -4.283 1.796 -3.205 0.0 0.0 0.0 0.5426
H -2.151 2.187 3.370 0.0 0.0 0.0 0.0537
H -2.399 -0.041 1.972 0.0 0.0 0.0 -0.0189
H 0.987 0.209 5.783 0.0 0.0 0.0 0.5187
H 1.093 -2.056 2.601 0.0 -0.1 0.0 0.2706
H -0.293 -0.771 -7.598 0.0 0.0 0.0 0.4038
H -0.542 1.006 5.519 0.0 0.0 0.0 0.4481
H 3.300 -1.322 -2.090 0.0 0.0 0.0 0.5317
H 1.430 -1.708 -6.102 0.0 0.0 0.0 0.4366
H -3.027 3.630 2.831 0.0 0.0 0.0 0.3422
H -1.581 3.256 -3.217 0.0 0.0 0.0 0.2133
H -2.027 0.696 -6.663 0.0 0.0 0.0 0.4161
H -3.553 -0.043 0.612 0.0 0.0 0.0 0.1978
H -5.319 2.256 1.365 0.0 0.0 0.0 0.4727
H -3.915 2.250 3.469 0.0 0.0 0.0 0.4831
H 0.354 -3.000 -2.862 0.0 0.0 0.1 0.1483
H 2.565 0.217 -2.556 0.0 0.0 0.0 0.3271
H 1.279 -3.535 -4.241 0.0 0.0 0.0 0.4724
H 0.159 4.387 -0.792 0.0 0.0 0.0 0.6275
H 1.859 -1.696 4.132 0.0 0.0 0.0 0.6898
H 2.613 2.253 -0.008 -0.1 0.0 0.0 0.3383
H 2.055 -3.475 -2.652 0.0 0.0 0.0 0.4033
H 2.208 1.830 4.533 0.0 0.0 0.0 0.5011
H 3.351 -0.929 2.482 0.0 0.0 0.0 0.5779
H -4.129 0.153 2.257 0.0 0.0 0.0 0.5237
H -2.930 1.348 -2.182 0.0 0.0 0.0 -0.3182
H -1.655 4.451 1.176 0.0 0.0 0.0 0.4176
H -1.256 3.269 -4.958 0.0 0.0 0.0 0.3603
H 1.707 -0.920 -1.509 -0.1 0.0 0.1 -0.0007
H -3.686 0.134 -3.219 0.0 0.0 0.0 0.4126
H 1.980 3.815 1.506 0.1 0.0 0.0 0.4984
H -3.089 1.531 -5.195 0.0 0.0 0.0 0.6479

---

22
Properties=species:S:1:pos:R:3:forces:R:3:mulliken_charge:R:1 method="wB97M-V/def2-TZVPD" e_lumo_ev="0.7970 / 0.8022" fmax_ha_per_bohr=0.094 orbital_gap_ha="0.28062 / 0.26803" de_lowest_kj_mol=597.49 total_energy_ha=-383.47313
O -0.115 -0.675 -1.988 0.3 0.0 0.3 -0.4468
N -0.589 -0.543 0.249 3.2 -3.4 1.3 -0.2540
N 0.147 1.363 -0.992 0.4 0.7 -0.3 -0.4497
C -0.372 0.081 -0.885 -4.1 1.7 -0.8 0.2574
C -0.870 0.056 1.530 0.5 0.1 -0.1 -0.9718
C -2.563 0.385 -0.943 1.6 0.3 -0.5 -1.0472
C 1.371 -1.314 0.417 -1.6 0.0 0.6 -0.4967
C 2.458 -0.348 0.784 0.0 0.4 0.0 -0.7900
H 1.512 -1.858 -0.512 -0.2 0.2 0.0 0.3167
H -0.137 -0.071 -2.744 0.0 -0.2 0.1 0.3602
H 1.091 1.380 -1.356 0.1 0.0 0.1 0.2074
H 3.373 -0.867 1.114 -0.2 0.0 -0.1 0.3444
H 1.077 -1.986 1.218 0.1 0.0 0.0 0.3282
H 2.163 0.297 1.620 0.0 0.0 -0.1 0.2194
H -3.131 -0.367 -0.407 0.2 -0.1 0.1 0.2832
H -0.763 -0.734 2.278 0.0 0.1 -0.1 0.3023
H -2.650 0.295 -2.021 -0.2 0.1 0.0 0.3554
H -2.715 1.392 -0.565 -0.1 0.1 -0.1 0.3462
H -1.892 0.430 1.599 0.0 0.0 -0.3 0.3650
H -0.191 0.871 1.812 0.0 0.1 0.0 0.3236
H 0.054 1.918 -0.154 0.0 0.0 0.0 0.2358
H 2.741 0.295 -0.055 0.0 -0.1 0.1 0.2112